1.
This record from the OMol25 dataset describes a structure of composition C21H24BN4O9RuS3. The level of theory is wB97M-V/def2-TZVPD.

```
! RIJCOSX wB97M-V def2-TZVPD def2/J DEFGRID3
* xyz 0 2
Ru 0.205 -0.023 -1.273
O 0.872 -0.208 0.847
N 0.265 -1.276 1.499
C 0.250 -1.190 2.857
C -0.259 -2.205 3.590
C -0.760 -3.338 2.903
C -0.758 -3.375 1.544
C -0.260 -2.293 0.764
S -0.313 -2.254 -0.918
H 0.655 -0.276 3.262
H -0.279 -2.132 4.666
H -1.158 -4.173 3.462
H -1.153 -4.218 0.998
C 4.999 1.622 2.067
C 4.389 0.607 1.119
C 5.034 0.710 -0.251
O 2.975 0.961 0.960
B 2.293 -0.198 1.015
O 2.967 -1.303 1.387
C 4.331 -0.869 1.688
C 5.277 -1.840 1.010
C 4.473 -0.953 3.200
H 4.982 2.603 1.594
H 6.038 1.366 2.280
H 4.452 1.686 3.005
H 4.925 1.730 -0.618
H 4.564 0.045 -0.973
H 6.099 0.482 -0.193
H 5.081 -1.901 -0.058
H 5.144 -2.830 1.444
H 6.312 -1.534 1.163
H 3.761 -0.299 3.705
H 5.478 -0.679 3.518
H 4.279 -1.978 3.513
O -2.447 2.824 -0.148
C -1.578 2.080 -0.563
O -1.572 0.784 -0.456
C -0.426 2.588 -1.425
C -0.700 3.341 -2.550
C 0.313 3.497 -3.505
C 1.510 2.826 -3.495
C 1.740 1.996 -2.389
C 0.874 2.058 -1.265
N 2.623 0.934 -2.457
O 3.637 0.937 -3.169
O 2.288 -0.162 -1.774
N 0.010 4.323 -4.699
O -1.100 4.811 -4.773
O 0.886 4.464 -5.526
H -1.677 3.765 -2.719
H 2.179 2.848 -4.341
H 1.299 1.841 -0.296
S -0.546 -0.088 -3.522
C -2.210 0.196 -3.355
N -3.007 -0.337 -2.447
C -4.270 0.364 -2.239
C -4.644 0.902 -3.615
S -3.042 1.311 -4.380
H -2.566 -0.832 -1.680
H -4.103 1.179 -1.527
H -5.018 -0.322 -1.849
H -5.246 1.804 -3.547
H -5.156 0.162 -4.228
*
```

Results
energy relative to the best compared isomer or geometry (same formula, charge and spin): 40.04 kJ/mol
highest occupied orbital energy (spin up / spin down): -6.559 / -7.443 eV
LUMO (spin up / spin down): -0.60 / -0.82 eV

2.
This record from the OMol25 dataset describes a structure of composition C21H24Cl5IKN3O2PS in a non-equilibrium geometry. The level of theory is wB97M-V/def2-TZVPD.

```
! RIJCOSX wB97M-V def2-TZVPD def2/J DEFGRID3
* xyz -1 1
K -0.455 -0.146 0.876
Cl -3.536 -2.927 6.702
C -2.624 -2.703 5.247
C -1.526 -1.851 5.203
Cl -1.070 -0.987 6.639
C -0.797 -1.682 4.041
Cl 0.554 -0.555 3.990
C -1.095 -2.386 2.829
O -0.426 -2.251 1.771
C -2.248 -3.227 2.913
Cl -2.692 -4.069 1.460
C -2.973 -3.384 4.079
Cl -4.346 -4.447 4.093
I -2.463 2.536 1.505
C -0.983 3.035 -0.040
H -0.050 3.114 0.530
H -1.309 4.046 -0.313
C -6.547 1.700 -2.698
C -5.051 1.749 -2.548
C -4.328 0.640 -2.127
C -2.949 0.698 -1.974
C -2.275 1.879 -2.240
C -2.975 3.005 -2.643
C -4.351 2.927 -2.799
S -0.514 1.923 -2.055
C -0.177 1.089 -3.649
O -0.050 0.730 -1.186
H -6.874 0.729 -3.074
H -6.894 2.458 -3.402
H -7.060 1.876 -1.750
H -4.837 -0.292 -1.908
H -2.392 -0.171 -1.646
H -2.462 3.942 -2.821
H -4.894 3.810 -3.118
H -0.627 0.098 -3.711
H 0.907 0.988 -3.727
H -0.541 1.716 -4.469
C 5.287 -1.384 1.115
N 4.044 -2.000 0.661
C 4.044 -2.012 -0.800
N 4.251 -0.702 -1.418
C 5.483 -0.128 -0.881
N 5.539 -0.045 0.580
C 4.540 0.911 1.085
P 2.794 0.509 0.638
C 2.872 -1.273 1.182
C 3.102 0.182 -1.157
H 6.115 -2.026 0.803
H 5.276 -1.337 2.206
H 3.101 -2.429 -1.156
H 4.853 -2.670 -1.130
H 5.615 0.872 -1.301
H 6.317 -0.755 -1.207
H 4.776 1.909 0.703
H 4.623 0.978 2.173
H 1.964 -1.820 0.906
H 2.883 -1.289 2.275
H 3.259 1.136 -1.669
H 2.192 -0.238 -1.587
*
```

Results
energy relative to the best compared isomer or geometry (same formula, charge and spin): 163.79 kJ/mol
highest occupied orbital energy: -4.086 eV
LUMO: 2.27 eV

3.
This record from the OMol25 dataset describes a structure of composition C21H24CuN3O3. The level of theory is wB97M-V/def2-TZVPD.

```
! RIJCOSX wB97M-V def2-TZVPD def2/J DEFGRID3
* xyz 0 1
Cu -1.165 0.145 -0.995
C -4.427 -1.303 3.031
C -3.147 -1.490 2.288
C -2.109 -2.387 2.467
C -1.172 -2.081 1.464
N -1.612 -1.068 0.728
N -2.810 -0.728 1.240
C 0.150 -2.717 1.183
H -4.501 -2.032 3.836
H -5.287 -1.432 2.373
H -4.489 -0.306 3.469
H -2.042 -3.159 3.216
H -3.278 0.089 0.803
H 0.323 -3.555 1.856
H 0.958 -1.994 1.309
H 0.198 -3.083 0.156
C -2.859 2.360 -2.328
C -2.640 1.396 -1.180
O -3.445 1.510 -0.234
H -3.707 3.027 -2.150
H -3.019 1.779 -3.241
H -1.942 2.934 -2.491
C -0.704 1.618 2.401
O 0.593 1.352 1.873
C 0.946 2.024 0.755
C 0.209 3.047 0.173
C 0.658 3.636 -1.002
C 1.834 3.223 -1.605
C 2.577 2.209 -1.019
C 2.134 1.615 0.145
N 2.908 0.586 0.761
C 3.380 -0.521 0.207
C 2.978 -1.194 -0.943
C 3.875 -2.171 -1.484
C 3.565 -2.877 -2.597
C 2.303 -2.658 -3.226
C 1.390 -1.790 -2.724
C 1.654 -1.046 -1.519
O 0.784 -0.359 -0.946
H -0.883 0.853 3.152
H -1.462 1.545 1.620
H -0.737 2.607 2.865
H -0.728 3.363 0.608
H 0.068 4.425 -1.451
H 2.174 3.685 -2.522
H 3.499 1.864 -1.469
H 3.226 0.790 1.696
H 4.210 -0.955 0.760
H 4.831 -2.317 -0.992
H 4.256 -3.599 -3.008
H 2.063 -3.217 -4.123
H 0.422 -1.644 -3.187
*
```

Results
energy relative to the best compared isomer or geometry (same formula, charge and spin): 0.00 kJ/mol
highest occupied orbital energy: -6.408 eV
LUMO: -0.54 eV

4.
This record from the OMol25 dataset describes a structure of composition C21H24F18NO6S2Si in a non-equilibrium geometry. The level of theory is wB97M-V/def2-TZVPD.

```
! RIJCOSX wB97M-V def2-TZVPD def2/J DEFGRID3
* xyz -1 1
C 1.961 -3.136 -1.320
Si 0.718 -1.744 -1.800
C -0.453 -1.425 -0.346
C -0.131 -2.310 -3.406
C -1.695 -2.110 -3.423
C -2.197 -0.911 -4.283
F -1.249 -0.312 -5.074
F -3.168 -1.401 -5.160
S -3.065 0.431 -3.297
O -2.205 1.618 -3.157
O -4.231 0.833 -4.112
N -3.603 -0.175 -1.846
S -4.746 0.800 -1.132
O -4.484 0.731 0.316
O -4.737 2.198 -1.549
C 1.775 -0.187 -2.062
C 1.192 0.868 -2.873
C 1.851 2.105 -3.209
C 3.193 2.320 -2.690
C 3.776 1.289 -1.846
C 3.110 0.036 -1.517
H 1.401 -4.104 -1.169
H 2.673 -3.350 -2.170
H 2.571 -2.885 -0.420
H -1.140 -0.581 -0.644
H -1.121 -2.293 -0.107
H 0.082 -1.057 0.571
H 0.054 -3.420 -3.488
H 0.418 -1.853 -4.263
H -2.114 -2.092 -2.380
H -2.140 -3.036 -3.882
H -5.958 0.175 -1.307
H 0.161 0.717 -3.266
H 1.300 2.815 -3.867
H 3.702 3.267 -2.969
H 4.800 1.504 -1.450
H 3.592 -0.730 -0.865
C 0.310 -3.365 5.500
C 0.638 -1.973 4.925
C 0.342 -1.761 3.441
F 1.002 -2.626 2.645
F 0.729 -0.519 3.061
F 1.926 -1.675 5.216
F -0.120 -1.075 5.620
O 1.370 -4.320 5.580
C 1.689 -5.048 4.432
C 3.066 -4.688 3.863
F 3.191 -3.365 3.643
F 3.264 -5.308 2.676
F 0.700 -4.921 3.529
F 1.697 -6.350 4.798
H 0.034 -3.197 6.542
H -0.583 -3.796 5.043
H -0.730 -1.853 3.237
H 3.857 -4.990 4.553
C -2.084 4.449 -0.074
C -1.181 5.634 -0.483
C 0.078 5.285 -1.274
F 0.890 4.441 -0.614
F 0.812 6.406 -1.522
F -0.880 6.359 0.623
F -1.939 6.453 -1.271
O -1.913 3.902 1.237
C -0.886 2.977 1.435
C 0.233 3.518 2.333
F 0.723 4.692 1.882
F 1.270 2.647 2.377
F -0.435 2.539 0.247
F -1.446 1.909 2.042
H -3.101 4.843 -0.059
H -2.103 3.665 -0.835
H -0.178 4.835 -2.238
H -0.134 3.676 3.350
*
```

Results
highest occupied orbital energy: -6.121 eV
LUMO: 2.08 eV

5.
This record from the OMol25 dataset describes an isolated molecule of C21H24FN3O2. The level of theory is wB97M-V/def2-TZVPD.

```
! RIJCOSX wB97M-V def2-TZVPD def2/J DEFGRID3
* xyz 0 1
O 2.374 -0.221 0.334
C 2.343 0.657 -0.505
N 2.135 0.405 -1.815
H 1.897 1.168 -2.428
C 1.863 -0.935 -2.298
C 0.393 -1.273 -2.340
C -0.107 -2.314 -1.571
C -1.454 -2.629 -1.592
C -2.294 -1.876 -2.388
C -1.825 -0.836 -3.170
C -0.475 -0.543 -3.143
H -0.100 0.269 -3.746
H -2.510 -0.268 -3.778
F -3.616 -2.164 -2.404
H -1.853 -3.431 -0.992
H 0.560 -2.883 -0.941
H 2.378 -1.620 -1.620
H 2.298 -1.023 -3.299
C 2.660 2.126 -0.196
C 3.099 2.292 1.264
C 1.929 2.081 2.226
H 1.624 1.035 2.184
C 0.756 2.978 1.826
N 0.378 2.741 0.450
C -0.554 1.834 0.004
O -0.665 1.587 -1.187
N -1.405 1.316 0.931
H -1.180 1.374 1.909
C -2.359 0.294 0.568
C -2.046 -1.047 1.177
C -3.077 -1.918 1.505
C -2.804 -3.160 2.048
C -1.494 -3.543 2.281
C -0.461 -2.681 1.958
C -0.734 -1.442 1.405
H 0.085 -0.793 1.132
H 0.565 -2.970 2.131
H -1.280 -4.512 2.710
H -3.616 -3.830 2.293
H -4.101 -1.622 1.324
H -3.364 0.614 0.866
H -2.329 0.224 -0.525
C 1.457 3.045 -0.463
H 1.756 4.088 -0.315
H 1.071 2.931 -1.477
H 1.061 4.030 1.896
H -0.095 2.845 2.495
H 2.240 2.309 3.246
H 3.506 3.298 1.397
H 3.886 1.571 1.489
H 3.482 2.421 -0.858
*
```

Results
energy relative to the best compared isomer or geometry (same formula, charge and spin): 0.00 kJ/mol
SMILES: O=C(NCc1ccc(F)cc1)[C@@H]1CCCN(C(=O)NCc2ccccc2)C1
highest occupied orbital energy: -8.754 eV
LUMO: 0.75 eV

6.
This record from the OMol25 dataset describes a structure of composition C21H24MoN2O3S2Se2. The level of theory is wB97M-V/def2-TZVPD.

```
! RIJCOSX wB97M-V def2-TZVPD def2/J DEFGRID3
* xyz 2 1
Mo 0.282 -1.355 -0.415
C 0.571 3.151 0.058
C 0.920 1.705 -0.093
N -0.028 0.786 -0.141
N -1.309 1.306 -0.073
C -2.198 0.548 -0.583
S -1.837 -1.047 -1.219
S -3.874 1.065 -0.680
C -3.807 1.717 -2.405
C -2.785 2.792 -2.619
C -1.676 2.520 -3.414
C -0.735 3.509 -3.677
C -0.893 4.773 -3.128
C -1.991 5.046 -2.318
C -2.934 4.062 -2.067
C 2.319 1.346 -0.240
C 3.328 2.265 0.122
C 4.651 2.005 -0.145
C 5.016 0.841 -0.827
C 4.062 -0.082 -1.207
C 2.739 0.173 -0.881
O 1.822 -0.775 -1.225
H -0.428 3.373 -0.297
H 1.296 3.764 -0.467
H 0.607 3.403 1.124
H -4.832 2.057 -2.557
H -3.634 0.880 -3.082
H -1.572 1.542 -3.872
H 0.102 3.299 -4.330
H -0.174 5.553 -3.342
H -2.123 6.035 -1.901
H -3.795 4.285 -1.449
H 3.059 3.178 0.632
H 5.410 2.712 0.158
H 6.056 0.656 -1.057
H 4.323 -0.989 -1.733
O 1.355 -5.137 3.842
C -0.039 -4.961 3.745
C -0.313 -3.981 2.569
C -1.829 -3.838 2.497
O -2.175 -2.961 1.439
C 0.441 -2.704 2.922
Se 0.158 -1.043 1.911
C 0.285 -4.675 1.359
Se 0.428 -3.677 -0.331
H 1.560 -5.777 4.532
H -0.456 -4.526 4.659
H -0.556 -5.907 3.546
H -2.201 -3.469 3.458
H -2.262 -4.830 2.330
H -3.135 -2.874 1.400
H 1.518 -2.871 2.923
H 0.160 -2.373 3.925
H -0.223 -5.605 1.105
H 1.343 -4.892 1.521
*
```

Results
energy relative to the best compared isomer or geometry (same formula, charge and spin): 18.03 kJ/mol
highest occupied orbital energy: -13.731 eV
LUMO: -9.22 eV

7.
This record from the OMol25 dataset describes an isolated molecule of C21H24N2O2 in a non-equilibrium geometry. The level of theory is wB97M-V/def2-TZVPD.

```
! RIJCOSX wB97M-V def2-TZVPD def2/J DEFGRID3
* xyz 0 1
O -0.530 1.934 -0.284
O 1.949 6.573 -0.567
C 0.378 1.115 -0.266
C 3.008 7.460 -0.424
C 4.134 6.787 -0.077
C 0.924 -1.333 0.270
C 3.784 5.373 0.020
C 0.104 -0.321 -0.326
C 0.353 -2.586 0.043
C -0.891 -0.970 -1.001
C 2.454 5.307 -0.271
C -4.501 -4.878 1.393
C -4.280 -5.590 0.235
C -3.830 -3.735 1.695
C -3.241 -5.137 -0.633
C -2.826 -3.274 0.832
C -2.511 -3.984 -0.345
N 2.050 2.947 0.439
N -0.761 -2.338 -0.768
C 0.930 -3.887 0.476
C -1.938 -0.331 -1.886
C 2.027 3.034 1.941
C 1.837 1.599 -0.137
C 1.565 4.134 -0.355
C -1.541 -3.433 -1.356
H 2.927 8.523 -0.536
H 5.096 7.200 0.102
H 1.820 -1.155 0.866
H 4.455 4.548 0.177
H -5.267 -5.256 2.058
H -4.829 -6.522 0.065
H -4.015 -3.161 2.618
H -2.979 -5.701 -1.530
H -2.328 -2.323 1.057
H 1.130 -4.516 -0.396
H 0.271 -4.393 1.159
H 1.887 -3.736 0.998
H -2.932 -0.544 -1.510
H -1.855 -0.755 -2.901
H -1.844 0.738 -2.064
H 1.009 2.901 2.322
H 2.476 3.965 2.343
H 2.612 2.200 2.366
H 2.300 1.558 -1.136
H 2.387 0.916 0.474
H 1.430 3.901 -1.391
H 0.603 4.438 0.092
H -0.858 -4.191 -1.700
H -2.142 -3.100 -2.180
*
```

Results
energy relative to the best compared isomer or geometry (same formula, charge and spin): 375.67 kJ/mol
SMILES: Cc1cc(C(=O)CN(C)Cc2ccco2)c(C)n1Cc1ccccc1
highest occupied orbital energy: -7.960 eV
LUMO: 0.66 eV

8.
This record from the OMol25 dataset describes a cluster of 2 separate species, C21H24N2O3S in total in a non-equilibrium geometry. The level of theory is wB97M-V/def2-TZVPD.

```
! RIJCOSX wB97M-V def2-TZVPD def2/J DEFGRID3
* xyz 0 1
C 3.359 -2.311 2.797
C 2.300 -1.212 2.651
C 1.036 -1.755 1.973
N 1.316 -2.481 0.709
C 0.245 -2.770 -0.180
C -0.786 -1.931 -0.361
C 0.231 -4.094 -0.850
C 0.696 -4.255 -2.153
C 0.748 -5.506 -2.728
C 0.335 -6.615 -2.014
C -0.134 -6.471 -0.723
C -0.185 -5.221 -0.147
C 2.425 -3.458 0.757
C 3.690 -2.918 1.428
H 4.264 -1.929 3.289
H 2.973 -3.099 3.454
H 2.053 -0.776 3.629
H 2.706 -0.387 2.053
H 0.508 -2.444 2.639
H 0.343 -0.933 1.767
H -1.613 -2.208 -0.985
H -0.811 -0.961 0.092
H 1.020 -3.388 -2.702
H 1.107 -5.621 -3.738
H 0.378 -7.592 -2.464
H -0.463 -7.335 -0.169
H -0.544 -5.102 0.861
H 2.063 -4.348 1.279
H 2.646 -3.765 -0.272
H 4.147 -2.155 0.785
H 4.441 -3.717 1.524
C -6.426 5.315 2.245
C -5.643 4.610 1.196
C -5.839 3.254 0.968
C -5.119 2.594 -0.005
C -4.202 3.279 -0.764
S -3.308 2.423 -2.084
N -2.000 1.915 -1.253
C -1.140 1.290 -1.943
O -0.347 0.713 -2.557
O -4.250 1.315 -2.434
O -3.018 3.540 -3.036
C -3.989 4.619 -0.548
C -4.705 5.284 0.423
H -6.156 6.370 2.301
H -7.495 5.254 2.038
H -6.243 4.871 3.224
H -6.568 2.719 1.553
H -5.287 1.547 -0.207
H -3.280 5.143 -1.172
H -4.546 6.338 0.579
*
```

Results
energy relative to the best compared isomer or geometry (same formula, charge and spin): 311.25 kJ/mol
SMILES: Cc1ccc(S(=O)(=O)N=C=O)cc1.C=C(c1ccccc1)N1CCCCC1
highest occupied orbital energy: -7.785 eV
LUMO: 0.54 eV